(1)
A structure of composition C20H11BrCl4MgN2O4, computed with ωB97M-V/def2-TZVPD.

Net charge = 0
Relative energy (zero: lowest compared OMol25 entry of this formula, charge and spin) = 0.0 kcal/mol
Gap between HOMO and LUMO = 5.9 eV
HOMO level = -6.81 eV

Last column: Löwdin charge in e.
Geometry (Å):
1 Br -3.09 0.88 5.40  0.78
2 Cl 3.71 -0.76 -3.87  0.68
3 Cl 6.86 -0.96 -3.77  0.64
4 Cl 8.34 -0.65 -1.03  0.64
5 Cl 6.65 -0.15 1.60  0.67
6 Mg 1.98 0.01 0.54  0.85
7 O 3.74 -0.02 1.12  -0.20
8 O 1.27 0.30 2.47  -0.13
9 O -0.03 0.08 0.30  0.01
10 O 2.48 -0.29 -1.22  -0.18
11 N -4.19 0.21 -0.11  0.18
12 N -2.19 -0.01 -1.02  0.16
13 C 6.61 -0.55 -1.11  -0.72
14 C -0.79 0.26 1.42  -0.16
15 C -5.57 -0.01 -2.24  -0.02
16 C -2.98 -0.30 -3.40  0.00
17 C -3.14 -0.10 -2.03  -0.19
18 C 5.96 -0.69 -2.32  -0.71
19 C -2.15 0.63 3.77  -0.67
20 C -2.86 0.51 2.60  -0.07
21 C 3.81 -0.38 -1.22  -0.39
22 C -5.40 -0.21 -3.60  -0.08
23 C 4.49 -0.24 0.03  -0.38
24 C -2.85 0.18 0.10  -0.23
25 C 2.11 0.41 3.65  0.01
26 C -0.76 0.57 3.80  -0.04
27 C 5.87 -0.32 0.06  -0.61
28 C -2.18 0.32 1.40  -0.05
29 C 4.56 -0.60 -2.37  -0.62
30 C -4.12 -0.35 -4.17  -0.08
31 C -4.41 0.04 -1.47  -0.18
32 C -0.10 0.39 2.62  -0.18
33 H -3.94 0.56 2.62  0.10
34 H -0.68 0.00 -0.52  0.13
35 H -1.99 -0.41 -3.83  0.12
36 H 1.87 -0.39 4.34  0.11
37 H -0.23 0.67 4.74  0.11
38 H 1.96 1.39 4.11  0.11
39 H -4.04 -0.50 -5.24  0.11
40 H -4.90 0.34 0.59  0.16
41 H -6.55 0.09 -1.80  0.11
42 H 3.13 0.31 3.28  0.09
43 H -6.27 -0.25 -4.23  0.11

(2)
A structure of composition C20H11Cl5FeOS3Sb, computed with ωB97M-V/def2-TZVPD.

Multiplicity = 2
Net charge = -2
Gap between HOMO and LUMO (alpha / beta) = 5.0 / 5.0 eV
HOMO level (alpha / beta) = -1.13 / -1.16 eV

Last column: Mulliken spin population.
Geometry (Å):
1 Sb -1.67 -1.34 3.81  0.01
2 Fe -1.73 -0.43 0.80  1.21
3 Cl -1.29 -1.16 -2.27  0.00
4 Cl -6.23 -0.52 -0.30  0.00
5 Cl -7.43 -2.00 -2.79  0.00
6 Cl -2.45 -2.66 -4.75  0.00
7 Cl -5.54 -3.09 -5.02  0.00
8 S -1.73 -2.47 1.66  -0.09
9 S 0.55 -1.19 4.42  0.00
10 S -2.16 0.74 2.56  -0.08
11 O -3.36 -0.30 -0.35  0.02
12 C 1.48 3.41 1.68  0.00
13 C 3.29 0.23 -0.04  0.01
14 C 1.09 2.09 1.74  -0.01
15 C -3.51 -2.08 -3.51  0.00
16 C -2.99 -1.42 -2.41  0.00
17 C 4.68 0.31 0.00  0.00
18 C -3.81 -0.92 -1.37  0.00
19 C 0.51 1.47 0.62  -0.01
20 C 1.14 -0.88 0.77  0.06
21 C 0.29 2.23 -0.53  -0.02
22 C -5.72 -1.78 -2.64  0.00
23 C 4.74 -1.46 1.61  0.00
24 C 0.15 0.03 0.69  -0.10
25 C 5.41 -0.53 0.82  0.01
26 C 3.36 -1.54 1.57  0.01
27 C -5.21 -1.13 -1.54  0.00
28 C 1.29 4.15 0.51  -0.01
29 C 2.60 -0.70 0.75  -0.01
30 C -4.88 -2.27 -3.65  0.00
31 C 0.69 3.56 -0.59  0.01
32 H 2.83 -2.24 2.20  0.00
33 H 5.29 -2.12 2.27  0.00
34 H 0.52 4.13 -1.49  0.00
35 H 0.84 -1.90 0.98  -0.01
36 H 1.93 3.88 2.54  0.00
37 H -0.18 1.76 -1.39  0.00
38 H 5.18 1.03 -0.63  0.00
39 H 1.20 1.50 2.64  0.00
40 H 1.60 5.19 0.47  0.00
41 H 6.49 -0.46 0.86  0.00
42 H 2.74 0.89 -0.69  0.00

(3)
A structure of composition C20H12BCo2F3O7, computed with ωB97M-V/def2-TZVPD.

Net charge = 0
Relative energy (zero: lowest compared OMol25 entry of this formula, charge and spin) = 17.3 kcal/mol
Gap between HOMO and LUMO = 3.2 eV
HOMO level = -7.00 eV

Last column: Löwdin charge in e.
Geometry (Å):
1 Co 2.26 -1.39 -2.38  0.07
2 Co 2.36 -2.03 0.04  0.10
3 F -0.74 1.87 0.12  0.11
4 F -0.77 0.64 -1.89  0.12
5 F -1.55 2.79 -1.81  0.15
6 O 3.82 -2.58 -4.54  0.18
7 O 4.33 -0.03 0.92  0.18
8 O 2.53 -3.90 2.31  0.16
9 O 0.26 -1.11 -4.48  0.20
10 O 3.30 1.28 -1.67  0.17
11 O -3.82 1.92 -0.64  0.05
12 O 4.79 -3.07 -1.26  0.13
13 C -3.49 -0.28 -0.87  -0.06
14 C 1.29 0.57 4.45  -0.06
15 C 2.51 1.74 2.73  -0.05
16 C 1.03 -1.16 -3.63  -0.12
17 C 0.75 -1.18 0.15  -0.16
18 C 3.75 -2.58 -1.05  -0.18
19 C -5.02 1.36 -0.92  -0.36
20 C 0.66 0.23 2.11  -0.19
21 C 3.22 -2.11 -3.69  -0.14
22 C 2.49 -3.13 1.44  -0.05
23 C -2.84 0.93 -0.67  -0.08
24 C 2.89 0.24 -1.97  -0.07
25 C -6.17 2.19 -1.20  -0.03
26 C 3.45 -0.74 0.65  -0.11
27 C 0.45 0.01 3.48  -0.01
28 C 1.75 1.08 1.77  -0.06
29 C -0.04 -0.50 1.03  0.13
30 C -4.89 -0.01 -1.04  -0.04
31 C 2.28 1.49 4.08  -0.05
32 C 0.87 -1.78 -1.06  -0.13
33 B -1.35 1.63 -1.11  -1.09
34 H 1.16 0.31 5.49  0.11
35 H -0.35 -0.67 3.75  0.12
36 H -5.67 -0.67 -1.35  0.09
37 H -6.05 2.67 -2.18  0.09
38 H -6.31 2.96 -0.44  0.09
39 H 1.89 1.28 0.70  0.11
40 H 2.90 1.98 4.83  0.11
41 H 3.29 2.44 2.40  0.12
42 H -1.11 -0.66 1.01  0.15
43 H -3.05 -1.27 -0.86  0.09
44 H -7.05 1.54 -1.23  0.09
45 H 0.01 -2.29 -1.51  0.11

| no. | largest force on an atom (eV Å⁻¹) |
| --- | --- |
| 1 | 0.7 |
| 2 | 0.5 |
| 3 | 3.6 |